{"formula": "C16H16N4O4S", "method": "ωB97M-V/def2-TZVPD", "symbols": ["C", "C", "O", "C", "C", "C", "N", "N", "C", "N", "C", "O", "C", "N", "C", "O", "C", "C", "C", "C", "C", "C", "C", "O", "S", "H", "H", "H", "H", "H", "H", "H", "H", "H", "H", "H", "H", "H", "H", "H", "H"], "xyz": [[-7.65924, -2.34549, 0.09137], [-6.71218, -1.16798, -0.07841], [-5.38717, -1.64139, 0.06572], [-4.38643, -0.73111, -0.29113], [-4.18858, 0.40406, 0.73682], [-3.02411, 1.23772, 0.36973], [-3.10582, 2.43768, -0.08037], [-1.93856, 2.99414, -0.37871], [-0.93828, 2.20836, -0.15786], [0.36311, 2.57159, -0.39544], [1.41193, 1.72753, -0.16462], [1.26829, 0.61085, 0.26746], [2.77311, 2.33312, -0.50162], [3.79082, 1.33264, -0.33767], [4.46444, 1.12404, 0.86204], [4.39739, 1.85441, 1.81584], [5.24904, -0.11438, 0.65263], [6.11645, -0.77992, 1.49321], [6.70999, -1.94570, 1.01812], [6.44069, -2.41979, -0.25630], [5.56752, -1.74649, -1.10559], [4.97742, -0.59280, -0.63381], [4.01409, 0.32967, -1.27722], [3.51702, 0.30153, -2.37240], [-1.36834, 0.63874, 0.46884], [-7.52034, -2.78988, 1.07278], [-7.45071, -3.10058, -0.66133], [-8.68837, -2.01228, -0.00931], [-6.93191, -0.39954, 0.67693], [-6.83745, -0.71490, -1.07405], [-4.59569, -0.28952, -1.27764], [-3.46773, -1.32188, -0.35413], [-5.07040, 1.04502, 0.76583], [-4.03570, -0.04691, 1.71940], [0.50024, 3.50363, -0.76053], [2.77870, 2.68382, -1.53780], [2.98934, 3.15839, 0.18387], [6.32024, -0.40602, 2.48435], [7.39034, -2.49139, 1.65460], [6.91475, -3.32857, -0.59565], [5.35208, -2.11042, -2.09796]], "mulliken_charge": [-1.30, -0.09, -0.34, -0.52, -0.46, 0.42, -0.40, -0.52, 0.27, -0.11, 0.88, -0.70, -1.16, 0.20, 0.49, -0.64, 0.12, -0.44, -0.46, -0.46, -0.44, 0.20, 0.42, -0.64, 0.00, 0.31, 0.32, 0.38, 0.26, 0.29, 0.35, 0.38, 0.30, 0.27, 0.27, 0.40, 0.43, 0.48, 0.39, 0.39, 0.48], "smiles": "CCOCCc1nnc(NC(=O)CN2C(=O)c3ccccc3C2=O)s1", "homo_energy_ev": -9.156, "e_lumo_ev": -0.52, "total_energy_ha": -1537.51985, "e_above_lowest_kcal_mol": 0.0, "spin_multiplicity": 1, "gap_ev": 8.6}

{"formula": "C6H14N2", "method": "ωB97M-V/def2-TZVPD", "symbols": ["C", "C", "C", "C", "C", "N", "C", "N", "H", "H", "H", "H", "H", "H", "H", "H", "H", "H", "H", "H", "H", "H"], "xyz": [[1.96552, 1.90799, 1.63519], [1.86486, 1.68186, 0.32854], [1.48699, 0.37986, -0.36454], [0.30956, -0.31156, 0.35135], [0.32775, -1.82359, 0.46550], [-0.99064, 0.18031, -0.18707], [-1.86200, -0.75271, -0.88288], [-2.92320, 0.01357, -1.53866], [1.78776, 1.19538, 2.41642], [2.32743, 2.85355, 2.00932], [2.06265, 2.47728, -0.38168], [2.37373, -0.27383, -0.27280], [1.32199, 0.50286, -1.42918], [0.23539, 0.06219, 1.38223], [0.25013, -2.40281, -0.46667], [1.30675, -2.32021, 0.65445], [-0.33719, -2.10332, 1.27214], [-0.94854, 1.03651, -0.72237], [-1.27116, -1.25688, -1.66042], [-2.31239, -1.47181, -0.17071], [-3.80011, -0.47025, -1.34254], [-3.17530, 0.89560, -1.09562]], "mulliken_charge": [-0.77, -0.13, -0.70, 0.56, -1.66, -0.37, -0.11, -0.71, 0.27, 0.27, 0.30, 0.29, 0.38, 0.07, 0.36, 0.41, 0.39, 0.29, 0.13, 0.21, 0.27, 0.25], "smiles": "C=CC[C@H](C)NCN", "homo_energy_ev": -8.274, "e_lumo_ev": 1.07, "total_energy_ha": -346.44911, "e_above_lowest_kcal_mol": 49.0, "spin_multiplicity": 1, "gap_ev": 9.3}

{"formula": "CH3NO3Si", "method": "ωB97M-V/def2-TZVPD", "symbols": ["C", "N", "O", "O", "O", "Si", "H", "H", "H"], "xyz": [[3.52284, 0.03793, 0.24548], [4.45221, 0.27829, -0.36673], [-0.63939, -1.35982, -0.44902], [0.10202, 0.97845, -1.15005], [-0.43937, 0.29804, 1.52524], [0.17525, -0.09475, 0.09798], [-0.70887, -2.23876, -0.10531], [-0.14172, 0.47730, -1.95760], [-0.53519, 1.24045, 1.96607]], "mulliken_charge": [-0.22, -0.42, -0.38, -0.39, -0.40, 0.73, 0.34, 0.35, 0.39], "homo_energy_ev": [-9.566, -9.569], "e_lumo_ev": [-2.43, -2.43], "total_energy_ha": -609.86880, "e_above_lowest_kcal_mol": 98.2, "spin_multiplicity": 1, "gap_ev": [7.1, 7.1]}

{"formula": "C3H11N3P", "method": "ωB97M-V/def2-TZVPD", "symbols": ["C", "C", "C", "N", "N", "N", "P", "H", "H", "H", "H", "H", "H", "H", "H", "H", "H", "H"], "xyz": [[2.22967, -0.79916, 0.08749], [-1.35221, 1.68828, -0.06380], [-0.98668, 0.30127, -0.47280], [1.30279, 0.09355, 0.20615], [3.39625, -0.53554, -0.43358], [0.01709, -0.15163, 0.58711], [-2.18028, -1.21452, -0.18926], [2.15473, -1.78479, 0.38963], [-1.85816, 1.63451, 0.83830], [-2.18590, 1.99728, -0.81542], [-0.55219, 2.28532, -0.20510], [-0.67323, 0.11636, -1.55180], [4.12002, -1.06619, -0.03278], [3.47843, 0.40394, -0.83274], [-0.63278, -1.54023, 0.82825], [-0.33288, 0.21809, 1.48730], [-3.40782, -0.94377, -0.81455], [-2.53684, -0.70278, 0.98760]], "lowdin_spin": [0.05, 0.01, 0.01, 0.30, 0.00, 0.53, 0.57, 0.01, 0.00, 0.01, 0.00, 0.00, 0.00, 0.00, 0.33, 0.02, 0.14, 0.01], "homo_energy_ev": [-10.285, -14.083], "e_lumo_ev": [-2.78, -7.57], "charge": 1, "total_energy_ha": -625.98958, "e_above_lowest_kcal_mol": 36.7, "spin_multiplicity": 3, "gap_ev": [7.5, 6.5]}

{"formula": "C11H17N2", "method": "ωB97M-V/def2-TZVPD", "symbols": ["C", "N", "C", "C", "C", "C", "C", "C", "N", "C", "C", "C", "C", "H", "H", "H", "H", "H", "H", "H", "H", "H", "H", "H", "H", "H", "H", "H", "H", "H"], "xyz": [[-2.08313, 1.38605, 0.34203], [-1.25037, 0.52918, -0.57117], [-2.02082, -0.12864, -1.65776], [0.04210, 0.28286, -0.50119], [0.85448, 0.62628, 0.73195], [2.18610, 1.55946, 0.56493], [2.90114, 1.54478, -0.80678], [2.56426, 0.44622, -1.37213], [2.04050, -0.65817, -1.40911], [0.63203, -0.89899, -1.33096], [0.43137, -2.13270, -0.47893], [0.23722, -1.85951, 1.02877], [1.18254, -0.80146, 1.34887], [-1.41217, 2.08094, 0.89541], [-2.68616, 1.86381, -0.35642], [-2.68960, 0.64933, 0.99487], [-2.97784, -0.18918, -1.30935], [-1.85084, 0.48972, -2.49088], [-1.56458, -1.07090, -1.81231], [0.30152, 1.22578, 1.38685], [2.82782, 1.31168, 1.46583], [1.88496, 2.52995, 0.71413], [3.24497, 2.42673, -1.39273], [0.16918, -1.11572, -2.32599], [-0.30641, -2.87014, -0.84498], [1.36682, -2.56204, -0.53236], [-0.74316, -1.67664, 1.47423], [0.60492, -2.74744, 1.50200], [1.03733, -0.42756, 2.43699], [2.27797, -1.09185, 1.17734]], "mulliken_charge": [-0.85, 0.01, -1.14, -0.03, -0.42, -0.90, -0.76, 0.44, -0.74, 0.33, -0.95, -0.74, -0.69, 0.34, 0.44, 0.31, 0.44, 0.37, 0.46, 0.88, 0.37, 0.49, 0.33, 0.76, 0.28, 0.50, 0.29, 0.45, 0.35, 0.37], "smiles": "C[N+](C)=C1[C@@H]2CC=C=N[C@H]1CCC2", "homo_energy_ev": -12.207, "e_lumo_ev": -3.89, "charge": 1, "total_energy_ha": -538.47372, "e_above_lowest_kcal_mol": 104.8, "spin_multiplicity": 1, "gap_ev": 8.3}

{"formula": "C44H42IrN7O3PS", "method": "ωB97M-V/def2-TZVPD", "symbols": ["Ir", "C", "C", "C", "C", "N", "C", "N", "C", "N", "C", "N", "C", "C", "C", "C", "C", "N", "C", "C", "C", "C", "C", "C", "H", "H", "H", "H", "H", "H", "H", "H", "H", "H", "H", "H", "C", "C", "C", "N", "C", "S", "N", "C", "O", "C", "C", "C", "C", "C", "C", "H", "H", "H", "H", "H", "H", "H", "H", "H", "H", "H", "H", "H", "H", "C", "P", "C", "C", "C", "C", "C", "C", "C", "C", "C", "C", "C", "C", "H", "H", "H", "H", "H", "H", "H", "H", "H", "H", "H", "H", "H", "C", "C", "O", "O", "H", "H", "H"], "xyz": [[0.15132, 0.32012, 0.99243], [-0.48456, 3.91898, 3.28991], [-0.78056, 4.91248, 2.36260], [-0.93144, 4.54527, 1.05261], [-0.78271, 3.20705, 0.65184], [-0.39271, 2.26584, 1.54461], [-0.29631, 2.63934, 2.83824], [-1.13410, 2.97673, -0.65218], [-1.21357, 1.82244, -1.19320], [-0.74126, 0.61407, -0.74768], [-1.22163, -0.39323, -1.53391], [-1.09584, -1.66589, -1.40930], [-0.27545, -2.28992, -0.50692], [-0.25434, -3.69136, -0.62320], [0.65738, -4.44181, 0.06767], [1.58384, -3.77941, 0.87190], [1.48204, -2.41936, 0.99230], [0.54474, -1.66739, 0.37363], [-1.95266, 0.22022, -2.65987], [-2.57643, -0.34413, -3.75384], [-3.16241, 0.52753, -4.66616], [-3.12279, 1.90776, -4.47378], [-2.49909, 2.46368, -3.36141], [-1.91336, 1.58984, -2.46990], [-0.39471, 4.12829, 4.34616], [-0.91574, 5.94170, 2.66738], [-1.21723, 5.24763, 0.28404], [-0.05944, 1.85033, 3.52352], [-0.96237, -4.12931, -1.31061], [0.67628, -5.51869, -0.03413], [2.36464, -4.30501, 1.40165], [2.17811, -1.88988, 1.61901], [-2.60667, -1.41704, -3.88665], [-3.66341, 0.13040, -5.53909], [-3.59298, 2.55525, -5.20217], [-2.47106, 3.53177, -3.19385], [2.75485, 2.00193, 7.26887], [3.00255, 0.54329, 7.63322], [1.93201, -0.39296, 7.08646], [1.95104, -0.36364, 5.62600], [0.92144, -0.41252, 4.78407], [1.34107, -0.27016, 3.13899], [-0.27336, -0.74749, 5.34342], [-1.58129, -0.45269, 4.88431], [-1.79225, 0.48966, 4.17690], [-2.62626, -1.36195, 5.41636], [-3.90255, -0.83901, 5.60375], [-4.91290, -1.65167, 6.08738], [-4.65522, -2.98790, 6.36739], [-3.38736, -3.51506, 6.16552], [-2.36838, -2.70154, 5.69515], [3.54830, 2.63832, 7.65764], [1.80968, 2.35294, 7.68731], [2.71638, 2.14501, 6.18666], [3.02276, 0.42192, 8.71720], [3.98260, 0.21686, 7.27273], [0.95188, -0.05782, 7.43134], [2.09347, -1.41370, 7.44232], [2.84512, -0.21323, 5.17954], [-0.23215, -1.25581, 6.21462], [-4.08542, 0.20102, 5.36670], [-5.90347, -1.24638, 6.24273], [-5.44852, -3.62288, 6.73881], [-3.19480, -4.56009, 6.36676], [-1.38814, -3.12496, 5.50880], [3.41448, -0.15693, -0.20093], [2.15070, 1.12496, 0.09347], [3.15304, 2.39280, 0.93348], [2.93793, 2.76900, 2.25289], [3.75520, 3.71405, 2.86017], [4.80331, 4.28290, 2.15605], [5.03781, 3.90240, 0.83998], [4.21931, 2.96584, 0.23380], [1.89709, 1.81065, -1.57045], [1.80706, 3.17950, -1.79790], [1.52728, 3.65957, -3.06951], [1.32675, 2.77689, -4.11883], [1.40898, 1.40757, -3.89937], [1.69328, 0.92729, -2.63216], [4.23004, 0.27505, -0.77917], [2.99870, -1.00403, -0.74252], [3.80650, -0.50081, 0.75649], [2.14179, 2.31225, 2.81739], [3.56760, 4.00691, 3.88571], [5.43829, 5.02137, 2.62760], [5.85583, 4.34053, 0.28383], [4.40193, 2.69455, -0.79916], [1.94503, 3.87863, -0.98202], [1.45765, 4.72650, -3.23517], [1.10173, 3.15280, -5.10824], [1.24391, 0.71392, -4.71339], [1.73678, -0.14442, -2.47176], [-3.91015, -0.94099, 1.86424], [-2.76810, -0.04978, 1.42799], [-2.97165, 1.06510, 0.97988], [-1.59097, -0.59910, 1.58285], [-4.63110, -1.01334, 1.05107], [-4.41295, -0.46764, 2.70777], [-3.56703, -1.93182, 2.15215]], "mulliken_charge": [1.33, -1.47, -0.71, -0.84, 0.75, 0.69, -0.94, -0.32, -0.39, 0.80, 0.16, -0.59, 0.39, -0.83, -0.44, -1.56, -0.26, 0.73, 0.15, -0.43, -0.69, -0.80, -0.38, 0.15, 0.58, 0.47, 0.59, 0.79, 0.57, 0.45, 0.50, 0.52, 0.56, 0.45, 0.45, 0.55, -0.78, -0.74, -0.66, -0.10, 0.00, -0.24, 0.26, 0.01, -0.42, 0.44, -0.22, -0.74, -0.40, -0.86, -0.26, 0.39, 0.30, 0.02, 0.36, 0.35, 0.39, 0.28, 0.34, 0.51, 0.48, 0.42, 0.41, 0.41, 0.47, -1.57, 2.52, 0.19, 0.36, -0.96, -0.67, -0.86, -0.53, 0.27, -0.71, -0.86, -0.70, -0.67, -0.64, 0.49, 0.57, 0.40, 0.16, 0.45, 0.41, 0.43, 0.46, 0.51, 0.42, 0.44, 0.47, 0.19, -1.46, 1.03, -0.58, -0.97, 0.43, 0.30, 0.28], "homo_energy_ev": -10.015, "e_lumo_ev": -2.74, "charge": 1, "total_energy_ha": -3154.79164, "e_above_lowest_kcal_mol": 28.2, "spin_multiplicity": 1, "gap_ev": 7.3}

The records above give, respectively, molecular weight values of 360.39, 114.19, 105.12, 120.12, 177.27, 972.12 g/mol.
The records above give, respectively, largest force on an atom values of 1.73, 2.04, 4.47, 6.18, 5.03, 0.51 eV/A.